Entry a
Computed, not measured: a cluster of 3 separate species, C3H11O3 in total, with the ωB97M-V functional and the def2-TZVPD basis.

The geometry in XYZ format:
```
17
C3H11O3 (the ωB97M-V functional and the def2-TZVPD basis)
C -0.11124 0.49689 -0.33946
O -0.47861 -0.71155 -0.98824
C -0.09391 0.19790 1.30061
C 0.96738 1.03808 2.01023
H -0.77560 1.37528 -0.54298
H 0.96241 0.79662 -0.57124
H 0.27610 -0.88910 1.43611
H -1.12175 0.24327 1.55888
H 1.31716 0.64873 3.02028
H 0.58073 2.02177 2.23657
H 1.90266 1.20064 1.42916
H -2.83352 0.56621 -1.46244
H -1.63853 -0.42066 -1.67082
O -2.45172 0.05765 -2.22778
H 0.88763 -1.81942 -1.13743
H 1.00803 -2.53968 -2.38710
O 1.60279 -2.26262 -1.66436
```

Charge = -1
Frontier orbital gap = 7.98 eV

These are the Mulliken partial charges, in e, on atoms 1 to 5:
1. C -0.39
2. O -0.89
3. C -0.29
4. C -1.05
5. H 0.31

---

Entry b
Computed, not measured: a cluster of 3 separate species, C3H11O3 in total, with the ωB97M-V functional and the def2-TZVPD basis.

The geometry in XYZ format:
```
17
C3H11O3 (the ωB97M-V functional and the def2-TZVPD basis)
C -0.46871 1.36101 -0.24842
O 0.34966 0.66282 0.44492
C -1.90472 0.84682 -0.06821
C -2.07872 -0.64754 0.11020
H -0.33854 1.21939 -1.39057
H -0.28425 2.36588 0.18553
H -2.50223 1.29276 -1.00598
H -2.25988 1.56999 0.70518
H -1.30446 -1.27052 0.54324
H -2.07420 -1.22812 -0.78599
H -2.89089 -0.88803 0.86029
H 2.21296 -1.08549 0.06863
H 1.53453 -0.81196 1.49476
O 2.45553 -0.97152 1.05021
H 0.86015 -0.20459 -0.03959
H 1.75358 -0.62878 -1.83184
O 1.19558 -0.90283 -1.19076
```

Charge = -1
Frontier orbital gap = 8.46 eV

These are the Mulliken partial charges, in e, on atoms 1 to 5:
1. C -0.53
2. O -0.55
3. C -0.28
4. C -1.04
5. H 0.16

---

If we sort the structures by their calculated energies, the order from most to least stable is entry a, entry b.

---

Entry a
Computed, not measured: an isolated molecule of C6H13NO2S2, with the ωB97M-V functional and the def2-TZVPD basis.

The geometry in XYZ format:
```
24
C6H13NO2S2 (the ωB97M-V functional and the def2-TZVPD basis)
C 2.18172 -0.49748 1.21898
C 0.62283 -0.49765 -0.78487
C -1.79597 -1.01633 -0.68040
C -0.91777 1.18156 -1.24668
C -1.22933 0.33328 1.20077
C -0.71993 0.08277 -0.26744
N 1.10719 1.66706 0.77179
O 2.14709 -2.75593 -0.02610
O 1.58044 0.19615 -1.22443
S 1.19758 -1.76458 0.48230
S 2.42377 1.04919 0.08027
H 1.67040 0.02979 1.99696
H 3.17791 -0.92733 1.46499
H 0.46350 -1.15252 -1.76787
H -2.72246 -0.79655 -0.17747
H -1.51978 -2.01078 -0.20285
H -1.98222 -1.30702 -1.73422
H -0.55625 0.72529 -2.23361
H -1.95316 1.43502 -1.41457
H -0.18166 2.08766 -1.10266
H -0.77298 -0.32499 2.02093
H -2.25041 0.15435 1.16393
H -1.20285 1.40481 1.59025
H 1.23234 2.70421 0.87201
```

Frontier orbital gap = 8.99 eV

These are the Mulliken partial charges, in e, on atoms 1 to 5:
1. C -0.70
2. C -0.25
3. C -1.51
4. C -1.49
5. C -1.49

---

Entry b
Computed, not measured: a cluster of 2 separate species, C6H13NO2S2 in total, with the ωB97M-V functional and the def2-TZVPD basis.

The geometry in XYZ format:
```
24
C6H13NO2S2 (the ωB97M-V functional and the def2-TZVPD basis)
C -0.22566 2.16911 1.11144
C 0.47049 0.41097 2.09621
C 1.05424 1.35761 1.04455
C -1.27535 -1.51927 -2.39523
C -0.84083 -1.79227 -0.00813
C -0.33434 -1.93432 -1.36937
N -0.80808 1.12541 2.04976
O 2.58680 1.36569 -1.09021
O -0.01801 1.01154 -1.25497
S 1.10436 -2.69377 -1.57959
S 1.17584 0.45407 -0.61396
H -0.25271 3.17854 1.58574
H -0.63987 2.29021 -0.01748
H 0.46165 -0.65307 1.89990
H 1.11737 0.56512 3.02791
H 1.99381 1.81614 1.15526
H -1.04481 -1.93819 -3.42663
H -1.40554 -0.51784 -2.61118
H -2.25934 -1.85503 -2.19316
H -1.82349 -2.18775 0.09315
H -1.04911 -0.72838 0.43730
H -0.10088 -2.25780 0.75715
H -1.14790 1.59335 2.76634
H 3.26138 0.73993 -1.46482
```

Frontier orbital gap (alpha / beta) = 8.38 / 8.38 eV

These are the Mulliken partial charges, in e, on atoms 1 to 5:
1. C -0.58
2. C -0.72
3. C 0.00
4. C -1.20
5. C -0.98

---

If we sort the structures by their calculated energies, the order from most to least stable is entry b, entry a.

---

Entry a
Computed, not measured: a cluster of 2 separate species, H2N2O4S in total, with the ωB97M-V functional and the def2-TZVPD basis.

The geometry in XYZ format:
```
9
H2N2O4S (the ωB97M-V functional and the def2-TZVPD basis)
N 3.89461 0.06854 0.16207
N 3.19192 0.15399 1.00868
O 4.51717 -0.13438 -0.77686
O 0.29392 0.94156 0.17109
O -0.84184 -1.16239 0.16913
O 1.49252 -1.02792 -0.77772
S 0.76654 -0.68149 0.37609
H 0.80407 1.33551 -0.50777
H -1.36824 -0.43501 0.41736
```

Frontier orbital gap = 11.45 eV

These are the Mulliken partial charges, in e, on atoms 1 to 5:
1. N 0.92
2. N -0.40
3. O -0.53
4. O -0.52
5. O -0.48

---

Entry b
Computed, not measured: an isolated molecule of H2N2O4S, with the ωB97M-V functional and the def2-TZVPD basis.

The geometry in XYZ format:
```
9
H2N2O4S (the ωB97M-V functional and the def2-TZVPD basis)
N 0.14523 -0.09748 -0.65662
S 1.51000 -0.72096 -0.08652
O 1.36883 -1.34462 1.24392
O 2.05153 -1.31516 -1.25258
N 2.71537 0.67756 0.06608
O 2.44578 1.48944 0.93619
O 3.61757 0.56845 -0.67194
H -0.05227 -0.17464 -1.68146
H -0.30734 0.72796 -0.19557
```

Frontier orbital gap = 10.88 eV
SMILES string = NS(=O)(=O)[N+](=O)[O-]

These are the Mulliken partial charges, in e, on atoms 1 to 5:
1. N -0.46
2. S 1.08
3. O -0.53
4. O -0.55
5. N 0.87

---

If we sort the structures by their calculated energies, the order from most to least stable is entry a, entry b.